Record 1
DFT (ωB97M-V/def2-TZVPD) results for the molecule C3H2N4 at a distorted geometry.

Calculated values
E_HOMO ... -10.2 eV
Gap between HOMO and LUMO ... 10.570 eV
Relative energy (zero: lowest compared OMol25 entry of this formula, charge and spin) ... 93.51 kJ/mol
Strongest force on any atom ... 2.3 eV/A
E ... -334.48948 Ha
Structure (SMILES) ... N#Cc1c[nH]nn1

Positions of all 9 atoms, in Å:
N  1.09080  -0.36964  -0.96287
N  -2.16274  -1.63204  -1.62297
N  0.96092  0.82596  0.86052
N  1.84155  0.32852  -0.22314
C  -0.26264  0.36053  0.64293
C  -1.25913  -1.08848  -1.14245
C  -0.19426  -0.39307  -0.50363
H  1.11360  1.41926  1.68893
H  -1.12810  0.54896  1.26268

Record 2
DFT (ωB97M-V/def2-TZVPD) results for a structure of composition C19H25BF4N8ReS2.

Calculated values
E_HOMO (spin up / spin down) ... -13.5 / -13.5 eV
Total charge ... +2
Gap between HOMO and LUMO (spin up / spin down) ... 6.038 / 6.425 eV
Relative energy (zero: lowest compared OMol25 entry of this formula, charge and spin) ... 312.52 kJ/mol
Spin multiplicity ... 2
Strongest force on any atom ... 0.5 eV/A
E ... -2475.73646 Ha
<S²> ... 0.82

Positions of all 60 atoms, in Å:
Re  -1.62719  -1.89595  -0.84103
S  -5.05768  -2.80793  2.22585
S  0.39553  0.49147  1.70416
F  -1.82100  -3.57882  -1.70628
F  0.24369  -5.33969  -1.10194
F  -0.53941  -5.59768  -3.21853
F  -1.73639  -6.42718  -1.44347
N  -0.30866  -1.46766  -2.49812
N  2.09816  2.43536  2.17502
N  -3.00000  -2.22930  0.48365
N  -0.16494  -2.64387  0.31823
N  -1.43794  0.57512  -2.69617
N  1.16455  -2.50005  0.11842
N  -1.44781  0.02009  -0.39893
N  0.75261  2.80135  0.34817
C  2.54075  1.75442  3.40518
C  1.75447  2.20246  4.62328
C  1.11969  2.05467  1.37056
C  1.85904  -3.20384  1.01696
C  0.07693  -0.12032  -4.43299
C  -1.61411  0.99329  -1.37244
C  0.90917  -1.08280  -4.95290
C  -1.35262  0.47221  0.98112
C  0.56961  5.19798  1.00416
C  1.22785  4.16947  0.09704
C  -2.11560  1.71571  1.26963
C  -0.29734  -3.46981  1.36940
C  0.53103  -2.40143  -3.01508
C  0.95269  -3.84228  1.84131
C  -2.03637  2.24664  -1.08567
C  -2.43151  2.54868  0.27585
C  -3.89869  -2.48503  1.24121
C  1.14991  -2.25099  -4.22557
C  -0.52802  -0.34377  -3.19471
B  -0.70926  -5.77894  -1.92608
H  1.86008  3.27541  4.78367
H  0.65329  -3.29897  -2.42664
H  -0.12117  0.79832  -4.96837
H  1.78936  -3.03452  -4.60371
H  0.76649  5.00241  2.05907
H  2.12988  1.69388  5.51023
H  0.94814  6.19199  0.77056
H  -0.03091  2.49021  -0.21412
H  -1.71856  1.27501  -3.36725
H  -2.98890  3.45494  0.47218
H  -1.27993  -3.75461  1.70554
H  2.93637  -3.20978  1.00668
H  2.31697  4.18549  0.17644
H  -0.51025  5.20212  0.85957
H  -2.18971  2.96441  -1.87939
H  1.37619  -0.92983  -5.91654
H  1.17136  -4.50245  2.66143
H  1.50378  -1.91566  -0.62802
H  -2.39388  1.89497  2.29884
H  -1.71818  -0.34170  1.61116
H  1.00569  4.37680  -0.94826
H  0.69544  1.96701  4.51742
H  2.50895  3.34027  1.99897
H  3.59984  1.98345  3.51207
H  2.46850  0.67931  3.24913

Record 3
DFT (ωB97M-V/def2-TZVPD) results for the molecule C9H15N2P at a distorted geometry.

Calculated values
E_HOMO ... -8.5 eV
Gap between HOMO and LUMO ... 9.158 eV
Relative energy (zero: lowest compared OMol25 entry of this formula, charge and spin) ... 0.00 kJ/mol
Strongest force on any atom ... 5.5 eV/A
E ... -802.70706 Ha
Structure (SMILES) ... CPc1nccnc1C(C)(C)C

Positions of all 27 atoms, in Å:
P  1.79540  1.49148  -0.47938
N  -0.60762  -1.85891  -0.30855
N  1.97356  -1.02297  0.27200
C  -1.61633  0.32933  0.05530
C  -1.49606  1.54657  -0.83759
C  -1.45625  0.78310  1.51607
C  -2.84795  -0.50754  -0.07183
C  0.36229  -2.81083  -0.17821
C  -0.46384  -0.58370  -0.18107
C  1.50614  -2.30386  0.30978
C  1.05467  -0.14680  -0.06908
C  3.57101  1.26511  -0.15695
H  -3.75198  -0.05430  0.15072
H  -0.48677  2.10721  -0.72859
H  1.82517  1.15850  -1.84796
H  -0.46263  1.32104  1.72583
H  4.17566  1.85056  -0.82958
H  -2.27964  2.32754  -0.76584
H  -1.16368  1.28783  -1.86599
H  2.32346  -2.96621  0.78126
H  -2.30401  1.41542  1.71688
H  -1.35550  -0.13447  2.11596
H  -2.81011  -1.36819  0.57615
H  -2.94599  -0.90540  -1.12513
H  3.60766  0.12149  -0.29887
H  0.02600  -3.79282  -0.37077
H  3.82731  1.45084  0.89544

Record 4
DFT (ωB97M-V/def2-TZVPD) results for a structure of composition C17H12I2NOPdTe2 at a distorted geometry.

Calculated values
E_HOMO (spin up / spin down) ... -2.7 / -4.0 eV
Total charge ... -1
Gap between HOMO and LUMO (spin up / spin down) ... 4.790 / 6.046 eV
Relative energy (zero: lowest compared OMol25 entry of this formula, charge and spin) ... 17.53 kJ/mol
Spin multiplicity ... 3
Strongest force on any atom ... 1.3 eV/A
E ... -2044.36882 Ha
<S²> ... 2.02

Positions of all 36 atoms, in Å:
I  -2.10075  -3.50555  -2.42386
I  1.69176  -5.21026  1.85919
Te  -4.10910  2.57042  0.09992
Te  -2.00790  1.48723  -1.50155
Pd  -2.65947  0.62411  0.90018
O  -2.71283  -1.32310  -0.21582
N  -1.57379  -0.79095  2.17982
C  2.63138  3.59399  -2.61403
C  -0.32371  -4.05893  -0.03471
C  -1.31031  -3.19644  -0.52581
C  0.99492  1.52937  -1.67631
C  -0.17486  -1.42298  3.99584
C  2.17145  1.24208  -2.36949
C  -0.69717  3.09742  -0.81478
C  2.99245  2.26889  -2.82647
C  -1.18047  -1.89895  1.50214
C  0.20658  -3.87819  1.21533
C  0.03988  0.51681  -1.14370
C  -1.09941  -0.56306  3.37202
C  0.26749  -2.52112  3.32642
C  0.62326  2.87123  -1.47867
C  -1.80686  -2.09976  0.20051
C  -0.21357  -2.79723  2.02671
C  1.44185  3.88914  -1.95743
H  -1.45967  0.32942  3.86657
H  0.18066  -1.20091  4.99408
H  0.98926  -3.18898  3.78137
H  3.91326  2.03524  -3.35118
H  0.09253  0.44563  -0.06047
H  3.26711  4.39561  -2.97353
H  1.14503  4.92369  -1.81688
H  2.44268  0.20577  -2.54426
H  -0.68360  2.91589  0.25562
H  0.02064  -4.87897  -0.65040
H  -1.13422  4.07197  -1.01009
H  0.13547  -0.47851  -1.58631

Record 5
DFT (ωB97M-V/def2-TZVPD) results for a cluster of 2 separate species, C2H10N2O2 in total at a distorted geometry.

Calculated values
E_HOMO ... -9.5 eV
Gap between HOMO and LUMO ... 10.197 eV
Relative energy (zero: lowest compared OMol25 entry of this formula, charge and spin) ... 203.28 kJ/mol
Strongest force on any atom ... 4.9 eV/A
E ... -342.11644 Ha
Structure (SMILES) ... NCO.NCO

Positions of all 16 atoms, in Å:
O  0.30208  2.14533  2.29295
O  -0.59631  -0.70669  -2.05163
N  0.49995  1.23081  0.04622
N  -0.66315  -2.16235  0.04100
C  -0.12202  -1.94146  -1.29403
C  0.84972  2.23406  1.02808
H  1.96646  2.25458  1.20351
H  0.56664  3.24276  0.62687
H  0.94962  -1.67835  -1.35937
H  -0.47268  1.22338  -0.30003
H  -0.12189  -1.84304  0.74947
H  -1.44565  -2.68032  0.37313
H  0.85069  0.23494  0.36609
H  -0.69782  2.05708  2.09165
H  -1.57986  -0.79922  -1.73158
H  -0.28577  -2.81152  -2.08233

Record 6
DFT (ωB97M-V/def2-TZVPD) results for the molecule C8H10O at a distorted geometry.

Calculated values
E_HOMO ... -8.4 eV
Gap between HOMO and LUMO ... 9.294 eV
Relative energy (zero: lowest compared OMol25 entry of this formula, charge and spin) ... 238.18 kJ/mol
Strongest force on any atom ... 5.0 eV/A
E ... -385.98308 Ha
Structure (SMILES) ... CC(=O)[C@@H]1C=CC=C1C

Positions of all 19 atoms, in Å:
O  2.07573  -1.31191  1.09012
C  0.37698  -0.65932  -0.53653
C  1.40122  -0.40295  0.67130
C  1.48680  1.03180  1.03642
C  0.45152  0.19016  -1.80398
C  -1.01956  -0.36437  -0.06454
C  -0.64208  0.96801  -1.88520
C  -1.36340  -1.14898  1.15282
C  -1.60227  0.54100  -0.90811
H  2.32091  1.18706  1.60663
H  -0.54607  -1.60377  1.54770
H  1.41160  0.10112  -2.38099
H  -1.76991  -0.40339  1.86575
H  0.77804  1.39406  1.69570
H  1.61134  1.70494  0.23472
H  0.48386  -1.61397  -0.86863
H  -0.78711  1.66053  -2.60346
H  -2.57851  0.77905  -0.71837
H  -2.08908  -2.04906  0.86865